DFT (ωB97M-V with the def2-TZVPD basis set) results for a structure of composition C20H18BN3OS5W at a distorted geometry.

```
49
Properties=species:S:1:pos:R:3:mulliken_charge:R:1
W 0.17698 0.13735 -0.59301 0.124
S -1.81350 1.47326 -1.03757 -0.378
C -3.03218 0.47044 -0.21145 0.545
C -4.35834 0.52787 -0.64090 -0.606
C -5.34206 -0.26273 -0.06920 -0.601
C -5.03837 -1.13272 0.96947 -0.671
C -3.74125 -1.17971 1.44904 -0.521
C -2.76090 -0.39136 0.86197 0.620
S -1.11801 -0.37531 1.55415 -0.135
C -0.41676 -2.07133 1.56019 -0.935
C 1.08022 -1.93980 1.36489 0.796
C 1.94228 -2.84374 1.95492 -0.994
C 3.30327 -2.69342 1.76788 -0.570
C 3.77759 -1.58456 1.09261 -0.995
C 2.87423 -0.67601 0.56995 0.846
C 3.36238 0.64533 0.04499 -1.159
S 2.36777 1.34149 -1.32619 -0.127
C 2.21172 3.02130 -0.81892 0.298
C 2.81571 4.03282 -1.55425 -0.627
C 2.61945 5.35149 -1.17424 -0.554
C 1.83194 5.63112 -0.06288 -0.526
C 1.22733 4.61339 0.66031 -0.774
C 1.39318 3.28283 0.27644 0.843
S 0.63969 1.96956 1.15564 -0.273
N 1.55033 -0.91359 0.62566 0.512
H -4.59910 1.18805 -1.46471 0.421
H -6.35489 -0.20521 -0.44733 0.365
H -5.80183 -1.76215 1.40596 0.394
H -3.48529 -1.83334 2.27497 0.368
H -0.87931 -2.64262 0.75981 0.228
H -0.61488 -2.55112 2.51595 0.739
H 1.54280 -3.66593 2.53219 0.486
H 3.99341 -3.42033 2.17615 0.426
H 4.83826 -1.40325 0.98972 0.466
H 4.39943 0.56927 -0.27410 0.568
H 3.28304 1.36639 0.86070 0.415
H 3.42462 3.78606 -2.41513 0.449
H 3.06943 6.15334 -1.74419 0.381
H 1.67134 6.65979 0.23501 0.376
H 0.59881 4.83731 1.51253 0.458
B -2.72456 -3.41670 -1.91699 0.412
C -1.79920 -2.23717 -1.48322 -0.230
N -1.11195 -1.38459 -1.11225 -0.093
H -3.82909 -2.95915 -2.12369 -0.117
H -2.71891 -4.20531 -0.98649 -0.132
H -2.22390 -3.90082 -2.91526 -0.123
O 1.54217 -2.91577 -1.68252 -0.413
S 1.35280 -1.93096 -2.73947 0.312
N 0.87409 -0.55974 -2.37716 -0.294
```

## Properties
maximum force	0.04899	Eh/bohr
E_HOMO (alpha / beta)	-7.59 / -7.50	eV
energy above the lowest of the compared OMol25 structures with the same formula, charge and spin	14.23	kcal per mole
total charge	0
Kohn-Sham gap (alpha / beta)	6.3097 / 6.2521	eV